Version P
DFT (the ωB97M-V functional and the def2-TZVPD basis) results for a single C11H19NOS molecule.

Properties
- LUMO level (eV) = 0.774
- frontier orbital gap (eV) = 9.30
- HOMO level (Eh) = -0.3132

Geometry (Å):
C: 1.21140 -0.97299 -2.80727
C: 2.41017 -0.08337 -2.20864
C: 2.14761 1.51906 -2.13875
C: 2.86245 -0.05260 0.32719
C: 1.48707 -0.40985 0.88498
C: 0.93895 0.06248 2.31392
C: -1.51271 0.05539 2.65321
C: -1.95755 0.33763 1.25794
C: -1.74396 1.55589 0.53353
C: -2.10488 1.30016 -0.87763
C: -2.57822 0.06095 -1.25649
H: 1.44359 -2.00410 -2.66107
H: 1.17502 -0.73474 -3.80762
H: 0.26989 -1.04245 -2.12010
H: 3.20544 -0.23154 -2.90569
H: 1.99813 1.95356 -3.16804
H: 1.24637 1.59304 -1.56983
H: 3.04519 2.08305 -1.56357
H: 3.05776 1.01340 0.12051
H: 3.68344 -0.45088 0.89524
H: 0.69051 -0.15948 0.15794
H: 1.51549 -1.55716 0.99301
H: 1.85907 0.07345 3.00405
H: 0.71009 1.18338 2.19819
H: -0.54322 -1.54492 2.08790
H: -1.26476 0.91395 3.19397
H: -2.23866 -0.54837 3.16940
H: -1.18060 2.47061 0.81315
H: -2.08752 2.07107 -1.79166
H: -2.80748 -0.15219 -2.34954
N: -0.28219 -0.66620 2.72183
O: 2.89136 -0.73049 -0.96707
S: -2.61845 -0.91618 0.11848


Version Q
DFT (the ωB97M-V functional and the def2-TZVPD basis) results for a single C11H19NOS molecule.

Properties
- LUMO level (eV) = 0.946
- frontier orbital gap (eV) = 9.56
- HOMO level (Eh) = -0.3166

Geometry (Å):
C: 2.89140 -0.40331 2.30692
H: 3.86706 -0.26651 2.76603
H: 2.57078 0.55127 1.89647
H: 2.97985 -1.12576 1.49899
C: 1.89783 -0.91526 3.35302
C: 2.43038 -2.17269 4.03379
H: 2.59581 -2.94719 3.29011
H: 3.36491 -1.95859 4.54436
H: 1.70369 -2.53692 4.75431
O: 0.64139 -1.26775 2.80092
C: -0.17935 -0.21218 2.35191
C: -0.19239 -0.07517 0.82744
C: -1.19920 0.99216 0.37387
N: -1.22513 1.25881 -1.04776
H: -0.30390 1.54085 -1.36984
C: -1.72301 0.17238 -1.87744
C: -1.84371 0.63658 -3.28949
C: -1.10693 0.25863 -4.36842
C: -1.47061 0.93531 -5.55519
C: -2.47527 1.82359 -5.35592
S: -3.00003 1.85161 -3.71796
H: -2.94558 2.46954 -6.07030
H: -1.00134 0.76444 -6.50753
H: -0.33155 -0.48608 -4.32322
H: -2.70870 -0.10410 -1.48763
H: -1.08225 -0.72562 -1.86110
H: -0.96581 1.93891 0.87154
H: -2.20864 0.69576 0.67319
H: 0.80298 0.19200 0.46613
H: -0.45408 -1.04631 0.40419
H: -1.19585 -0.44830 2.69093
H: 0.12105 0.73667 2.81593
H: 1.74622 -0.12678 4.11177


Least stable: version P


Version P
DFT (the ωB97M-V functional and the def2-TZVPD basis) results for 2 unconnected molecules or ions with the total composition C2H4O2S.

Properties
- LUMO level (eV) = 0.632
- frontier orbital gap (eV) = 10.39
- HOMO level (Eh) = -0.3587

Geometry (Å):
C: -0.26471 -0.76404 -1.41337
C: -1.26288 -0.92641 -0.37597
O: 0.76885 -1.07634 -1.89416
O: 1.23324 0.93953 0.53971
S: -1.54391 0.37513 -1.65280
H: -1.02440 -0.55620 0.61216
H: -1.94107 -1.77019 -0.41511
H: 1.32545 1.89388 0.49790
H: 1.84007 0.55992 -0.10332


Version Q
DFT (the ωB97M-V functional and the def2-TZVPD basis) results for a single C2H4O2S molecule.

Properties
- LUMO level (eV) = 0.623
- frontier orbital gap (eV) = 10.00
- HOMO level (Eh) = -0.3446

Geometry (Å):
C: 1.30354 -0.21724 0.39270
C: -0.09181 0.03663 -0.06941
O: 0.90400 0.05519 -0.96588
O: -1.02359 -1.00260 -0.17923
S: -0.89211 1.67206 0.46474
H: 1.91228 0.47548 0.88735
H: 1.52745 -1.23061 0.30615
H: -1.35324 -1.11170 -1.14050
H: -2.28651 1.32281 0.30409


Least stable: version Q


Version P
DFT (the ωB97M-V functional and the def2-TZVPD basis) results for a molecular structure, C2H4O2S.

Properties
- LUMO level (eV) = 0.136
- frontier orbital gap (eV) = 9.45
- HOMO level (Eh) = -0.3424

Geometry (Å):
C: -0.74887 0.97338 -0.03338
C: -0.22615 -0.99083 0.19946
O: 2.26158 -0.54029 -0.59556
O: 0.63067 1.29907 0.05745
S: 1.44856 -0.18668 0.52870
H: -0.91993 0.94457 -1.03377
H: -1.49884 1.35288 0.58514
H: -0.80540 -1.40400 1.08937
H: -0.14161 -1.44810 -0.79741


Version Q
DFT (the ωB97M-V functional and the def2-TZVPD basis) results for 2 unconnected molecules or ions with the total composition C2H4O2S.

Properties
- LUMO level (eV) = 0.253
- frontier orbital gap (eV) = 8.96
- HOMO level (Eh) = -0.3200

Geometry (Å):
C: -1.48396 0.53164 -0.25806
C: 1.53204 -0.55987 -0.07118
O: 0.34710 -0.68119 -0.30473
O: 2.40730 -1.59123 -0.02997
S: 2.33032 0.99789 -0.03202
H: -1.55510 0.32188 -1.34194
H: -0.73267 1.34645 -0.14682
H: 1.88985 -2.36717 -0.37431
H: 1.16819 1.61916 0.51186


Version R
DFT (the ωB97M-V functional and the def2-TZVPD basis) results for 2 unconnected molecules or ions with the total composition C2H4O2S.

Properties
- LUMO level (eV) = -1.018
- frontier orbital gap (eV) = 9.43
- HOMO level (Eh) = -0.3839

Geometry (Å):
C: -1.26038 0.41863 0.04337
C: -1.35487 -0.80978 0.57170
O: 2.78513 0.03691 0.55880
O: 2.38626 0.15896 -1.80953
S: 2.20760 0.75400 -0.54277
H: -1.11791 1.43343 0.53965
H: -1.08535 0.54809 -0.94348
H: -1.13875 -1.63439 -0.09049
H: -1.42174 -0.90584 1.67276


Least stable: version Q


Version P
DFT (the ωB97M-V functional and the def2-TZVPD basis) results for a molecular structure, C7H12O3S.

Properties
- LUMO level (eV) = 0.605
- frontier orbital gap (eV) = 9.88
- HOMO level (Eh) = -0.3409

Geometry (Å):
C: 0.16803 0.72379 1.09882
C: -0.99625 0.15322 1.20109
C: -0.26328 -0.21351 -1.31646
C: 1.07550 0.43865 0.01634
C: -1.93682 0.00942 2.31839
C: 0.62717 -0.87595 -2.28336
C: 1.59481 1.65622 -0.63212
O: -2.53860 -1.35148 -0.43645
O: -0.41314 -2.13957 0.59900
O: 1.98172 -0.51874 0.39910
S: -1.18964 -1.09576 -0.09006
H: 0.54273 1.32012 1.80916
H: -0.89388 0.58811 -1.51136
H: -2.66555 0.82732 2.38683
H: -1.45470 -0.18210 3.31994
H: -2.52602 -0.96418 2.00783
H: 1.18272 -1.65897 -1.70443
H: 1.30023 -0.17157 -2.77147
H: -0.04056 -1.36887 -2.95378
H: 1.75474 1.59175 -1.65790
H: 2.40641 2.04042 -0.13275
H: 0.82456 2.45939 -0.55722
H: 1.45981 -1.26770 0.89084


Version Q
DFT (the ωB97M-V functional and the def2-TZVPD basis) results for a single C7H12O3S molecule.

Properties
- LUMO level (eV) = 0.742
- frontier orbital gap (eV) = 9.88
- HOMO level (Eh) = -0.3358

Geometry (Å):
C: 1.11892 -2.51465 -0.76438
C: -0.37930 1.61421 0.45248
C: -0.29138 0.70105 -0.56026
C: 0.89790 -3.75447 0.15963
C: 0.67158 1.96806 1.47379
C: -1.57900 2.47283 0.80611
C: -1.33865 0.12179 -1.48483
O: 1.16177 -2.50463 -1.94470
O: 2.29513 0.80040 -0.66234
O: 1.20280 -1.37553 -0.08228
S: 1.23700 -0.04907 -1.18803
H: -0.16259 -3.88208 0.04127
H: 1.06221 -3.20963 1.20441
H: 1.53012 -4.59711 -0.21891
H: 1.68376 1.61514 1.23521
H: 0.41029 1.61368 2.47218
H: 0.80750 3.07152 1.42687
H: -1.30145 3.39575 0.35038
H: -1.75975 2.69543 1.90349
H: -2.48203 2.04517 0.49871
H: -0.92956 -0.94172 -1.64263
H: -1.42760 0.58485 -2.46500
H: -2.42767 0.12901 -1.01119


Least stable: version P


Version P
DFT (the ωB97M-V functional and the def2-TZVPD basis) results for a gas-phase ion, C3H10NO3 (charge +1).

Properties
- total charge = +1
- LUMO level (eV) = -3.198
- frontier orbital gap (eV) = 12.14
- HOMO level (Eh) = -0.5637

Geometry (Å):
C: 0.93917 -2.08535 0.40755
C: -0.66930 -0.11515 -0.46698
C: -0.75976 1.44033 -0.08876
N: 0.47504 -0.65676 0.40241
O: -0.60149 -0.50366 -1.75172
O: 0.47280 1.87812 -0.30606
O: -1.18537 1.50419 1.18825
H: 1.55302 -2.40839 -0.43489
H: 1.41318 -2.35470 1.26640
H: 0.09350 -2.67105 0.29835
H: -1.57294 -0.56952 -0.12825
H: -1.42844 2.05570 -0.70675
H: 0.26153 -0.39631 1.38613
H: 1.23239 0.00100 0.10446
H: 0.33150 -0.38041 -2.20500
H: 0.69862 2.78521 -0.35082
H: -1.25346 2.47676 1.38567


Version Q
DFT (the ωB97M-V functional and the def2-TZVPD basis) results for 2 unconnected molecules or ions with the total composition C3H10NO3.

Properties
- total charge = +1
- LUMO level (eV) = -3.619
- frontier orbital gap (eV) = 10.61
- HOMO level (Eh) = -0.5228

Geometry (Å):
C: 2.73691 0.87721 0.47589
C: -2.60015 0.74919 0.22466
C: 1.24916 -0.85954 -0.39325
N: 2.45978 -0.39602 -0.17306
O: 0.26863 -0.25429 0.05020
O: -2.61455 -0.31012 -0.83282
O: -1.90842 -1.40369 -0.30405
H: 1.71928 1.30009 0.44339
H: 2.94774 0.74650 1.53031
H: 3.53799 1.42141 -0.00663
H: -1.56803 0.89325 0.41939
H: -3.24518 0.25926 1.02787
H: -3.06508 1.64754 -0.14035
H: 1.20125 -1.84551 -0.94726
H: 3.32926 -0.92547 -0.35361
H: -3.53402 -0.82366 -0.96580
H: -0.91456 -1.07615 -0.05490


Least stable: version Q


Version P
DFT (the ωB97M-V functional and the def2-TZVPD basis) results for 2 unconnected molecules or ions with the total composition C5H13OP.

Properties
- LUMO level (eV) = 0.867
- frontier orbital gap (eV) = 10.93
- HOMO level (Eh) = -0.3700

Geometry (Å):
C: 2.36568 -0.68227 0.11430
C: -1.41205 -0.98170 -1.82970
C: -0.74406 1.29935 -1.02020
C: -0.30738 -0.45851 2.22849
C: -1.13770 -0.17147 -0.81216
O: -1.69199 -2.34930 0.76328
P: -1.46358 -0.94342 0.82623
H: 1.26063 -0.73671 0.11420
H: 2.94770 -1.61613 0.22484
H: 2.50984 -0.25220 -0.84163
H: -1.41693 -0.85459 -2.84829
H: -1.64491 -2.06151 -1.72555
H: 2.60921 0.05948 0.79333
H: 0.36877 1.49106 -0.83424
H: -1.01512 1.63099 -2.12319
H: -1.22054 2.00282 -0.27595
H: -0.58170 0.44613 2.64223
H: -0.55790 -1.29390 2.88827
H: 0.72989 -0.44942 2.03469
H: -2.64493 -0.19027 1.15651


Version Q
DFT (the ωB97M-V functional and the def2-TZVPD basis) results for 2 unconnected molecules or ions with the total composition C5H13OP.

Properties
- LUMO level (eV) = 0.830
- frontier orbital gap (eV) = 9.48
- HOMO level (Eh) = -0.3178

Geometry (Å):
C: 2.45878 -0.75987 1.10632
C: 2.77525 0.67850 -0.89140
C: -1.39646 -0.28067 -1.31691
C: -2.83867 -0.84871 1.11501
C: 2.16983 0.31645 0.42497
O: -2.07998 1.73551 0.16111
P: -1.37541 0.23927 0.49269
H: 3.24878 -1.40011 0.68547
H: -1.55780 2.42334 0.73035
H: 2.03083 -1.06982 2.03879
H: 3.81460 0.16400 -1.11947
H: 2.90889 1.77379 -1.00146
H: 2.06126 0.40453 -1.69148
H: -1.17665 -1.35199 -1.36557
H: -2.40273 -0.09890 -1.75784
H: -0.77411 0.35140 -1.88716
H: -2.75079 -0.98727 2.17158
H: -3.76174 -0.45735 0.72831
H: -2.70127 -1.80635 0.63078
H: 1.34741 0.97424 0.74593


Least stable: version P


Version P
DFT (the ωB97M-V functional and the def2-TZVPD basis) results for a gas-phase ion, C5H13NO (charge +1).

Properties
- total charge = +1
- LUMO level (alpha / beta) (eV) = -3.304 / -8.564
- frontier orbital gap (alpha / beta) (eV) = 10.64 / 5.37
- HOMO level (alpha / beta) (Eh) = -0.5124 / -0.5120
- 2S+1 = 2

Geometry (Å):
C: 1.46094 0.42123 -0.84210
C: 0.60795 0.75140 0.43001
C: -0.87766 0.74080 0.03036
C: -1.33428 -0.54198 -0.67477
C: -0.87502 -1.78920 0.04139
O: -1.13567 -1.64849 1.43339
N: 1.05769 1.97928 0.93961
H: 1.19672 1.12095 -1.63766
H: 1.27583 -0.57775 -1.22551
H: 2.54601 0.48697 -0.73806
H: 0.88182 0.00572 1.14428
H: -1.50481 0.78887 0.92161
H: -0.98350 1.66692 -0.54078
H: -1.00478 -0.53521 -1.71487
H: -2.42403 -0.52327 -0.72897
H: -1.34143 -2.73082 -0.25225
H: 0.19853 -1.91550 -0.15459
H: -0.81033 -2.40342 1.93051
H: 2.01200 1.89625 1.30365
H: 1.05403 2.80724 0.33476


Version Q
DFT (the ωB97M-V functional and the def2-TZVPD basis) results for 2 unconnected molecules or ions with the total composition C5H13NO.

Properties
- total charge = +1
- LUMO level (alpha / beta) (eV) = -4.446 / -9.142
- frontier orbital gap (alpha / beta) (eV) = 10.01 / 5.31
- HOMO level (alpha / beta) (Eh) = -0.5313 / -0.5311
- 2S+1 = 2

Geometry (Å):
C: -0.68366 -0.50582 -1.64055
C: -1.69312 0.16473 -0.72472
O: -2.80242 -0.16628 -1.08547
N: -1.55224 0.89906 0.44867
H: 0.15592 0.02186 -1.83953
H: -1.26059 -0.85342 -2.60815
H: -2.37408 1.32203 0.74009
H: -0.69890 1.34020 0.82832
H: -0.78565 -1.59271 -1.36733
C: 2.40845 0.44537 0.99457
C: 2.30672 -0.43310 -0.19348
C: 1.42108 -0.26727 2.00394
H: 3.44981 0.40488 1.30984
H: 1.95722 1.48375 0.84484
H: 1.45418 -1.13741 -0.32344
H: 3.21725 -1.17499 -0.17004
H: 0.34765 -0.31106 1.50840
H: 1.68678 -1.28139 2.29438
H: 2.27107 0.08982 -1.17491
H: 1.30754 0.30186 2.86204


Version R
DFT (the ωB97M-V functional and the def2-TZVPD basis) results for 2 unconnected molecules or ions with the total composition C5H13NO.

Properties
- total charge = +1
- LUMO level (alpha / beta) (eV) = -4.571 / -9.883
- frontier orbital gap (alpha / beta) (eV) = 9.11 / 3.80
- HOMO level (alpha / beta) (Eh) = -0.5029 / -0.5029
- 2S+1 = 2

Geometry (Å):
C: -1.53161 1.07655 0.24121
C: -2.69896 2.15274 0.09471
C: -0.43826 1.67028 1.20411
O: -0.74509 2.22690 2.18246
N: 0.86702 1.64513 0.62077
H: -1.71855 0.12066 0.82933
H: -1.34876 0.60693 -0.78967
H: -2.15570 3.19663 0.35465
H: -3.46172 2.01635 0.79750
H: 1.61479 1.78729 1.35535
H: 1.24708 1.85475 -0.32333
H: -3.15874 2.03657 -0.90287
C: 1.97568 -1.89874 -0.93868
C: 1.36272 -3.11909 -0.50117
H: 1.27790 -0.99323 -0.96355
H: 2.80265 -1.76253 -0.34572
H: 2.51329 -2.13599 -1.93646
H: 2.18966 -4.01457 -0.15607
H: 0.75917 -3.73567 -1.12469
H: 0.64741 -2.73093 0.30211


Least stable: version R


Version P
DFT (the ωB97M-V functional and the def2-TZVPD basis) results for a single C3H4BrNO molecule.

Properties
- LUMO level (alpha / beta) (eV) = -0.160 / -0.161
- frontier orbital gap (alpha / beta) (eV) = 7.72 / 7.72
- HOMO level (alpha / beta) (Eh) = -0.2897 / -0.2897

Geometry (Å):
C: -0.18513 -1.64867 0.00535
C: 1.52631 0.10397 0.05594
C: -0.64167 1.52664 0.03357
N: 0.94596 -0.96461 -0.00567
O: 2.37322 0.88178 0.02871
Br: -1.83172 0.12427 0.03140
H: -0.59361 -2.22725 0.97599
H: -0.30670 -2.05643 -1.02113
H: -0.84332 2.18756 0.76336
H: -0.44334 2.07274 -0.86751


Version Q
DFT (the ωB97M-V functional and the def2-TZVPD basis) results for a single C3H4BrNO molecule.

Properties
- LUMO level (alpha / beta) (eV) = -0.316 / -0.756
- frontier orbital gap (alpha / beta) (eV) = 7.95 / 7.13
- HOMO level (alpha / beta) (Eh) = -0.3037 / -0.2897

Geometry (Å):
C: -1.07204 -0.76699 -0.06649
C: -1.51109 0.45806 0.26853
C: 1.79152 0.29704 -0.03762
N: 0.10510 -1.39510 -0.30607
O: 1.32175 -0.86019 -0.27852
Br: 3.65397 0.45068 -0.04383
H: -1.87484 -1.46862 -0.15733
H: -0.86044 1.37998 0.35403
H: -2.61026 0.67298 0.14973
H: 1.05634 1.23216 0.11758


Version R
DFT (the ωB97M-V functional and the def2-TZVPD basis) results for a molecular structure, C3H4BrNO.

Properties
- LUMO level (eV) = 0.562
- frontier orbital gap (eV) = 10.47
- HOMO level (Eh) = -0.3641

Geometry (Å):
C: 0.91653 0.19971 -0.72502
C: 0.86839 -0.04299 0.75759
C: -1.15218 0.11069 -0.18857
N: -0.23564 0.33511 -1.22738
O: -0.51995 0.06789 1.02130
Br: -2.10639 -1.59291 -0.59215
H: 1.81730 0.23031 -1.30950
H: 1.23745 -1.03956 1.03122
H: 1.40931 0.71463 1.33224
H: -2.23482 1.01712 -0.09971


Least stable: version Q